Here is a 3-piece molecular cluster, CH11N8O overall from the Open Molecules 2025 dataset. Energies are from wB97M-V/def2-TZVPD.

As for the total energy: -15171.439 eV. Its largest force on an atom is 0.108 Eh/bohr. The value obtained for the energy relative to the best compared isomer or geometry (same formula, charge and spin) is 64.60 kcal/mol. The total charge is +1.

CARTESIAN COORDINATES (ANGSTROEM)
C1 2.0769 -1.3742 -1.7361
N1 1.3154 -2.5773 -1.5898
N2 2.8861 -1.4483 -2.8680
N3 -1.2360 -0.3437 0.2017
N4 -0.5747 0.5121 1.0917
N5 0.6451 0.6744 1.1263
N6 1.9986 -0.3877 -0.9129
N7 0.2431 -2.4310 -0.9834
N8 -2.0155 2.5887 2.2079
O1 -3.3661 2.2994 2.5312
H1 3.2357 -0.4951 -3.2462
H2 2.6581 -2.1460 -3.5700
H3 -2.1951 -0.6370 0.3111
H4 -0.7391 -0.7125 -0.5697
H5 -1.1530 1.4232 1.6592
H6 -3.5777 1.6964 3.3021
H7 -0.0543 -3.3990 -0.7519
H8 1.1394 0.0931 0.4413
H9 2.4152 0.4457 -1.0467
H10 -1.6028 2.9776 3.0373
H11 -2.0992 3.2411 1.3650

Mulliken population analysis, charges in e, atoms 1 to 5:
1. C 0.518
2. N -0.388
3. N -0.420
4. N -0.388
5. N 0.601